The following is a DFT calculation (the ωB97M-V functional and the def2-TZVPD basis) of the molecule C6H13BFNO2 in a non-equilibrium geometry.

The geometry in XYZ format:
```
24
Properties=species:S:1:pos:R:3:nbo_charge:R:1
C -0.70107 1.66774 1.73133 -0.6180
O 1.87992 -0.15159 -1.42347 -0.9202
H -1.86653 -2.05894 -1.30608 0.2205
O 3.22312 -1.00125 0.39360 -0.8991
F 0.12690 -3.17187 -0.06506 -0.3188
C 0.21888 1.25534 0.53634 -0.0814
H 0.93699 2.14446 0.46229 0.2206
H -0.07910 0.96321 -1.58731 0.2348
C -0.52352 -2.06603 0.22995 0.3020
H -0.27157 -1.40891 -1.71640 0.2375
H -1.32358 2.01479 -0.64885 0.2094
N 1.09678 0.16107 0.89842 -0.6214
C -0.71072 1.11264 -0.72797 -0.4283
H 3.42460 -1.26971 1.27105 0.5109
H 2.68021 -0.13167 -1.86105 0.4845
H -0.95576 0.68736 2.20837 0.2052
H -1.58031 2.13342 1.45201 0.2006
C -1.04516 -1.40147 -0.97586 -0.5364
H -2.24055 0.06698 -1.78500 0.2232
H -2.28454 -0.00699 0.14588 0.2012
H -0.26853 -1.36488 1.10237 0.1944
B 2.05845 -0.41644 -0.00763 1.1544
H -0.11549 2.25545 2.49224 0.2144
C -1.67942 -0.01272 -0.81916 -0.3900
```

Calculated values
E_HOMO (alpha / beta): -9.511 / -7.842 eV
energy above the lowest of the compared OMol25 structures with the same formula, charge and spin: 55.3 kcal/mol
frontier orbital gap (alpha / beta): 10.03 / 6.69 eV

The following is a DFT calculation (the ωB97M-V functional and the def2-TZVPD basis) of a structure of composition C35H33ClIrN4S2Si2 in a non-equilibrium geometry.

The geometry in XYZ format:
```
78
Properties=species:S:1:pos:R:3:mulliken_spin:R:1
C -1.84352 0.76641 -3.74841 0.0000
H -1.43187 -1.29057 -2.10863 -0.0092
N 2.89042 3.67314 2.69234 0.1126
C -0.92361 -1.40869 0.06613 -0.0557
H 2.34767 -1.67070 -0.60883 0.0016
H 2.83026 0.57278 6.23726 0.0000
C 0.34647 -2.59185 3.60896 0.0587
H 1.91223 -3.28074 1.49080 0.0175
H 3.92076 4.04055 -3.87046 0.0006
C -5.71230 -1.79307 -1.73868 0.0004
C -1.13184 -3.67719 -0.51287 -0.0385
H -7.63449 -0.90436 -1.27543 0.0001
C -1.72119 1.71562 -4.75730 0.0010
H -0.40547 -3.68483 2.00617 -0.0026
C -0.35436 -2.55771 -0.63518 0.1964
C -3.72480 -0.47048 -1.29324 0.0040
H -4.14702 1.58058 -0.72023 0.0006
H 2.68834 4.37847 -1.68100 -0.0041
C -2.27582 -3.63896 0.27839 0.0903
C 2.72801 1.08376 5.28255 0.3048
C 3.41603 1.86619 -3.93194 0.0249
H 2.62437 1.92740 0.57586 0.0946
H 0.48782 -2.45436 -1.32331 0.0112
H -1.82443 1.42116 -5.79978 0.0000
C 3.57460 -0.37431 0.77852 0.2914
C -4.55934 0.59133 -0.94807 0.0056
H -3.74374 -2.57078 1.47508 0.0011
H 3.98341 1.70813 -4.84842 0.0008
C -1.58928 1.15379 -2.41557 0.0119
H 4.10621 0.24731 0.05090 0.0044
H 4.76976 -0.17694 2.64252 0.0059
S 3.69205 2.42868 4.86216 0.0914
C 1.91563 0.64739 4.20819 0.1029
C -4.32693 -1.63848 -1.77613 0.0064
C -6.55408 -0.77369 -1.32856 0.0030
H -1.48398 2.76860 -1.00452 0.0034
C -2.18056 -1.30546 0.82286 0.0275
Cl -0.15327 1.76472 0.98934 0.0868
C 2.46669 -1.30154 0.39979 0.1477
N -0.05380 -3.68391 2.95668 0.0663
H -1.25212 3.77625 -5.20179 -0.0001
H 3.69885 4.25542 2.95117 -0.0031
C -5.95409 0.42050 -0.95563 -0.0018
H -6.15402 -2.71138 -2.07913 -0.0001
C 1.97563 1.00431 -2.19092 0.0939
H -0.78427 -4.56927 -1.02117 0.0030
H -6.58106 1.25806 -0.69183 0.0000
H -1.14070 4.46088 -2.79518 -0.0001
C 2.71727 3.37955 -2.18093 0.0036
C 2.00524 2.28492 -1.59020 -0.0180
S 0.82013 -2.98206 5.25615 0.0700
C -1.33991 3.43086 -3.08049 -0.0041
N 1.90481 1.53776 3.14733 -0.0099
C 3.31263 -1.84259 2.51915 0.3997
C -1.42975 3.04228 -4.41944 -0.0021
H -2.13008 -0.26298 -3.99135 0.0002
C 1.43060 -1.41883 5.37781 0.2686
H 2.19770 3.97712 1.97371 0.0630
Si -1.72445 -0.21436 -1.10481 -0.0157
C -2.82967 -2.52082 0.89349 -0.0206
C -1.48314 2.49105 -2.06047 -0.0001
Ir 0.65319 -0.93364 1.12334 1.7777
C 3.41080 3.17903 -3.38656 0.0103
H -2.53673 -0.39404 1.31922 0.0024
C 2.38831 -2.29183 1.52869 0.0288
C 2.68830 0.78506 -3.38814 0.0038
H -0.13192 -4.50648 3.56078 -0.0039
H -3.73751 -2.44681 -2.20405 -0.0002
H 1.38573 0.20360 -1.71349 -0.0011
H 3.55787 -2.36974 3.44105 -0.0099
H 1.98560 -1.17661 6.27496 0.0026
H -2.80301 -4.56859 0.39743 -0.0024
C 4.01700 -0.70792 2.05003 -0.0235
N 0.62363 -1.33437 3.18346 0.0561
C 1.25621 -0.60915 4.25038 -0.0135
H 2.66410 -0.20798 -3.88629 0.0005
Si 1.70900 2.92607 0.18770 0.5976
C 2.68483 2.56939 3.40809 0.0823
```

Calculated values
total charge: +2
multiplicity: 6
E_HOMO (alpha / beta): -12.355 / -12.433 eV
energy above the lowest of the compared OMol25 structures with the same formula, charge and spin: 135.6 kcal/mol
frontier orbital gap (alpha / beta): 5.77 / 3.66 eV

The following is a DFT calculation (the ωB97M-V functional and the def2-TZVPD basis) of a cluster of 2 separate species, C7H12OSi in total in a non-equilibrium geometry.

The geometry in XYZ format:
```
21
Properties=species:S:1:pos:R:3:nbo_charge:R:1
C -0.78461 0.29498 -1.04703 -0.1991
H -0.13779 1.23595 2.18374 0.2027
O 2.71163 -0.02677 -1.38246 -1.1357
H -1.09616 2.60590 -0.23804 0.2106
H -1.03981 -2.18290 -0.91261 0.2367
C -0.45904 -1.14628 0.90214 -0.1522
H 0.29418 -2.83058 -0.11569 0.2155
C -0.24644 1.28532 1.15885 -0.2024
H 0.15135 0.44536 -1.61431 0.2355
H 3.74731 0.87066 0.98844 -0.2388
C -0.65721 -2.37362 0.05110 -0.6428
H 3.87705 -1.32096 0.43127 -0.2692
C -0.57397 0.07047 0.37894 -0.1082
C -0.44404 2.47475 0.58873 -0.3784
H -2.82267 0.40556 -1.07241 0.1965
C -1.97392 0.52253 -1.67628 -0.4090
Si 3.26520 -0.17715 0.01493 1.6408
H -1.22742 -3.06859 0.86687 0.2107
H -0.36915 3.26513 1.24298 0.1840
H -0.31374 -1.26403 1.92030 0.1915
H -1.90074 0.91425 -2.66945 0.2113
```

Calculated values
E_HOMO: -8.592 eV
energy above the lowest of the compared OMol25 structures with the same formula, charge and spin: 100.7 kcal/mol
frontier orbital gap: 8.10 eV
SMILES: C=CC(C=C)=CC.O=[SiH2]

The following is a DFT calculation (the ωB97M-V functional and the def2-TZVPD basis) of a cluster of 2 separate species, C4H10ClNO in total in a non-equilibrium geometry.

The geometry in XYZ format:
```
17
Properties=species:S:1:pos:R:3:nbo_charge:R:1
H -0.79511 1.01245 -1.56006 0.1484
H -1.43940 2.62293 -1.91282 0.1837
H 1.40943 0.35913 -0.98267 0.2432
H 2.04422 -1.32024 -1.26852 0.2077
Cl -1.99919 -1.02675 1.20547 -0.0107
H 0.96520 -2.94708 -0.77498 0.2150
C 1.05785 -0.64522 -1.32984 -0.4183
H -0.81306 -2.96784 -1.54942 0.2195
O -1.19101 2.13457 0.02004 -0.7665
H 0.62130 -0.52834 -2.36603 0.2188
C -0.05318 -2.67945 -0.67107 -0.4469
C -0.73256 -0.44152 0.20872 0.0125
H -0.89079 1.34390 0.45638 0.4757
H -0.60454 -3.02530 0.24531 0.2329
C -0.74975 2.05109 -1.31947 -0.2419
H 0.33837 2.34671 -1.36987 0.1431
N -0.02739 -1.22348 -0.53470 -0.4163
```

Calculated values
E_HOMO: -8.567 eV
energy above the lowest of the compared OMol25 structures with the same formula, charge and spin: 96.5 kcal/mol
frontier orbital gap: 9.14 eV

The following is a DFT calculation (the ωB97M-V functional and the def2-TZVPD basis) of a structure of composition C12H8GaN2O4 in a non-equilibrium geometry.

The geometry in XYZ format:
```
27
Properties=species:S:1:pos:R:3:lowdin_charge:R:1
H 3.10900 0.92116 -2.24751 0.0490
C -0.87078 1.86507 -1.46393 0.1405
C -0.76345 2.28749 3.53218 -0.1187
C 0.41713 -1.21690 3.05618 0.0494
C -0.67839 -2.30218 -0.96300 0.1343
O -3.01438 -0.54877 -3.82910 0.2117
H 3.27735 -0.84357 -2.12511 0.0476
H 0.01423 1.99773 0.98869 0.1341
H 0.58883 -2.15113 3.57138 0.1496
H -0.29697 -0.10398 4.75995 0.1632
H 2.01530 -1.12725 -4.27427 0.0660
N 0.39291 -0.08040 0.95504 -0.0034
C -0.16755 1.09389 2.98208 -0.1489
O -0.97180 3.00947 -1.74829 0.2733
C 2.27446 -0.15438 -3.83419 -0.0575
O -0.57313 -3.46695 -0.99302 0.3104
C 0.08662 1.08052 1.60133 -0.0576
C -2.01164 -0.46190 -3.28426 0.0973
C 0.69353 -1.17885 1.69000 -0.0729
C 2.83562 -0.02809 -2.65337 -0.0821
H 1.83694 0.69132 -4.38179 0.0650
N -1.25896 3.28554 3.90967 0.2616
H 1.08706 -2.02688 1.11809 0.1391
O -3.85026 -0.05328 0.68140 0.3802
C -2.95677 -0.14608 -0.05215 0.1487
Ga -1.19050 -0.26129 -0.71178 0.6292
C -0.02440 -0.08030 3.71579 0.0909
```

Calculated values
total charge: +3
E_HOMO: -18.808 eV
energy above the lowest of the compared OMol25 structures with the same formula, charge and spin: 82.3 kcal/mol
frontier orbital gap: 3.94 eV

The following is a DFT calculation (the ωB97M-V functional and the def2-TZVPD basis) of a structure of composition C29H37As2CrN4O2S2 in a non-equilibrium geometry.

The geometry in XYZ format:
```
77
Properties=species:S:1:pos:R:3:mulliken_spin:R:1
C -2.54127 -5.51316 -1.09006 -0.0002
C 1.65233 5.06674 -0.29556 0.0004
C -2.45347 -4.14636 1.32814 0.0027
H 1.89033 2.91454 -2.77616 0.0034
As -0.34177 3.41184 -1.67916 -0.0625
C 2.34253 5.55674 0.80204 0.0008
N -3.44537 1.60454 -0.78756 -0.0094
N 1.74823 -1.93736 -1.35646 0.0461
C -2.71097 -5.50756 1.30814 0.0004
C 0.98683 3.43254 -3.11006 0.0145
H -2.86967 -6.04086 2.23224 0.0001
H -3.77277 2.57544 -0.82436 0.0001
C 4.45803 -1.38806 2.90424 -0.0002
C -2.98437 -0.07886 0.88414 0.0022
H 1.01993 -3.51946 -0.21016 0.0024
S -1.63477 -0.33146 -2.57946 -0.1015
H -2.01917 5.33944 -1.35156 -0.0014
S 0.95143 0.58804 -1.20976 -0.0704
C 3.47003 -0.52236 2.46634 0.0008
H 2.28833 0.12664 0.81494 0.0118
H -1.88097 4.89714 -3.07866 -0.0003
C -0.51897 -1.50966 -2.06026 0.0368
C 1.10143 4.09434 2.24154 -0.0047
H -2.43717 -3.60116 2.25844 0.0001
H -1.24917 0.37774 2.95914 0.0003
H 2.31323 -3.94056 -1.35246 -0.0002
H 0.46903 0.63284 2.55514 0.0018
C -2.06557 -3.37266 -2.35706 0.0035
H 2.61323 5.45294 2.92424 0.0001
H 5.01163 -3.07816 0.03574 -0.0001
H 3.09493 6.31874 0.66844 0.0001
H 5.78293 -2.97806 2.36224 0.0000
H -2.02447 -2.41596 0.16414 0.0005
As -1.03127 2.29194 1.33584 -0.0946
H -1.89237 3.89564 3.08184 -0.0041
H 0.82843 -3.74596 -3.26226 0.0012
O -3.41017 -0.79396 1.74974 0.0053
H 4.80933 -1.33326 3.92314 0.0000
C -2.30067 -4.14596 -1.07566 -0.0003
C -2.39347 3.34774 2.27664 0.0006
C 0.40253 3.59814 1.14334 0.0037
C -2.75417 -6.18706 0.10124 0.0002
H 1.23493 4.45814 -3.40226 -0.0036
C 0.75703 -1.07066 -1.55086 -0.0013
H -3.13547 2.66854 2.70754 0.0016
C 5.00683 -2.30706 2.02694 0.0004
H 0.87943 3.71444 3.23594 -0.0002
H 3.73883 -2.24216 -1.73456 -0.0002
C 3.57893 -1.49896 0.26894 0.0119
O -1.86007 -0.18986 0.27254 -0.0429
N -3.71827 1.08914 0.51224 0.0039
C 3.03803 -0.57426 1.15444 -0.0191
H -2.59347 -6.04166 -2.03056 -0.0001
H -0.59877 5.85664 -2.30056 -0.0025
H -3.95617 1.08884 -1.52256 0.0028
H -4.70257 1.02624 0.77384 0.0000
C -1.32727 5.05044 -2.14716 0.0022
C 0.37393 -3.73576 -2.26366 0.0014
H -2.79047 -2.56216 -2.46456 -0.0005
H -2.96577 -7.24446 0.07964 0.0000
C 4.56593 -2.36686 0.71494 0.0005
C 3.12653 -1.53036 -1.17446 -0.0104
C 2.07063 5.06954 2.07214 -0.0003
Cr -1.22087 1.25084 -0.88296 3.2183
H -0.00837 -4.73326 -2.03796 -0.0003
H -0.36177 1.72704 3.70624 -0.0039
C -0.47407 1.13244 2.79234 0.0019
C -2.23287 -3.47506 0.14064 -0.0073
H 1.86513 5.44974 -1.28856 0.0002
C 0.67943 4.08274 -0.13846 0.0223
H 3.04523 0.20494 3.14234 0.0001
N -0.73707 -2.80246 -2.28056 0.0359
H -2.12997 -4.02606 -3.22926 0.0013
H 0.57913 2.91644 -3.98436 -0.0015
C 1.41183 -3.34166 -1.22076 -0.0055
H 3.24703 -0.54016 -1.62366 0.0052
H -2.88787 4.06094 1.61274 -0.0006
```

Calculated values
total charge: +2
multiplicity: 4
E_HOMO (alpha / beta): -13.804 / -13.808 eV
energy above the lowest of the compared OMol25 structures with the same formula, charge and spin: 32.2 kcal/mol
frontier orbital gap (alpha / beta): 6.34 / 6.24 eV

The following is a DFT calculation (the ωB97M-V functional and the def2-TZVPD basis) of a cluster of 3 separate species, C4H6N2O3 in total in a non-equilibrium geometry.

The geometry in XYZ format:
```
15
Properties=species:S:1:pos:R:3:nbo_charge:R:1
H -0.28212 -2.75516 -0.25157 0.2592
H 2.41929 -0.18456 -1.19768 0.4410
H -1.36578 -1.34740 0.03827 0.2708
C -0.70601 1.45955 -0.43872 0.5122
N 1.73555 -0.91383 -1.01889 -0.6077
C 0.53808 0.41361 1.00244 0.5646
O -0.31328 0.04417 1.98533 -0.7162
H -1.19507 3.24787 -0.17934 0.5107
H 0.13724 0.21675 2.83522 0.4812
C -0.59044 -1.76478 -0.59703 -0.7274
C 0.59464 -0.90336 -0.63827 0.5395
H -0.99509 -1.85551 -1.60723 0.2650
O -0.69392 2.58025 0.31503 -0.6754
N -0.94514 0.97406 -1.49210 -0.4870
O 1.66205 0.78832 1.24454 -0.6304
```

Calculated values
E_HOMO (alpha / beta): -8.140 / -8.140 eV
energy above the lowest of the compared OMol25 structures with the same formula, charge and spin: 128.7 kcal/mol
frontier orbital gap (alpha / beta): 7.54 / 7.54 eV

The following is a DFT calculation (the ωB97M-V functional and the def2-TZVPD basis) of the molecule C13H17NO5S in a non-equilibrium geometry.

The geometry in XYZ format:
```
37
Properties=species:S:1:pos:R:3:nbo_charge:R:1
C 3.90195 -1.14977 -0.03636 -0.4184
O 2.25560 -0.95879 -2.35638 -0.9384
H -3.36048 -1.70013 -0.37643 0.2230
C -3.40885 0.42882 -0.37700 -0.1056
H 4.44751 -0.44606 0.59439 0.1986
N 2.48230 -0.98351 0.14996 -0.6911
H 2.23806 2.88792 -1.35734 0.2191
H 2.61320 1.21122 -1.82441 0.2485
H -2.34620 2.86156 -0.42696 0.2157
C -1.60482 2.08847 -0.56832 -0.1414
O -5.88377 -2.11954 0.00520 -0.5848
C 0.29578 0.13966 -0.93499 -0.2607
H 0.88354 -1.70539 1.21032 0.2186
O 1.24740 0.81999 2.11266 -0.7138
H -1.26116 -1.27304 -0.79524 0.2461
C 0.70497 1.46971 -0.92773 0.0409
H 1.61130 -0.74105 3.42134 0.1668
C -5.37776 -1.02808 -0.09082 0.7504
H 0.33209 0.57195 1.94122 0.4673
O 0.75556 -2.43066 -1.07228 -0.9426
H 3.00340 0.01292 2.60953 0.1779
C -2.00898 0.74865 -0.57078 -0.1160
C -1.02237 -0.22221 -0.76381 -0.1916
C 1.97552 -0.32724 2.46994 -0.0658
S 1.47718 -1.19173 -1.17512 2.3163
H -7.04160 -0.13300 0.12181 0.5016
O -6.10980 0.09981 -0.01005 -0.6959
H 0.00201 3.47868 -0.73574 0.2201
H 4.22623 -2.16998 0.19760 0.1876
C 2.13705 1.84198 -1.07907 -0.6608
H 2.64220 1.68355 -0.12705 0.2440
C 1.92349 -1.42794 1.40230 -0.2526
H 2.45014 -2.31634 1.77399 0.2005
H -4.07059 1.28044 -0.28284 0.2228
C -0.28117 2.43675 -0.74319 -0.2193
C -3.94442 -0.79624 -0.29688 -0.3123
H 4.11549 -0.94140 -1.08144 0.2451
```

Calculated values
E_HOMO: -9.074 eV
energy above the lowest of the compared OMol25 structures with the same formula, charge and spin: 17.7 kcal/mol
frontier orbital gap: 8.72 eV
SMILES: Cc1ccc(/C=C/C(=O)O)cc1S(=O)(=O)N(C)CCO